Record 1
Density functional theory data (wB97M-V/def2-TZVPD) for Na9O16S4 as an isolated structure in a non-equilibrium geometry.

Results
Charge: +1
E_tot (hartree): -4257.7989

Each line ends with the natural charge from an NBO analysis.
Cartesian coordinates (Å):
S1 -2.259357 -1.306056 -0.165456  2.6039
S2 -0.479698 -3.658681 2.861983  2.5345
S3 2.949072 2.163392 0.132017  2.5124
S4 -0.220032 2.794937 -2.984007  2.5338
Na1 -0.243586 -4.057180 5.779870  0.9855
Na2 0.609353 3.090736 0.268435  0.9552
Na3 2.374606 3.654575 -2.158410  0.9455
Na4 -0.482376 0.048766 -2.305276  0.9513
Na5 -2.997162 -3.064871 2.039206  0.9559
Na6 0.189228 -0.074688 1.022872  0.9611
Na7 5.174863 2.706983 -1.068956  0.9767
Na8 -0.951471 -3.958889 -0.161819  0.9648
Na9 -3.163531 1.519564 -2.510527  0.9779
O1 -1.259746 1.779835 -3.459174  -1.1985
O2 -2.482198 -0.904996 1.192972  -1.0728
O3 2.760105 3.687073 0.070924  -1.1609
O4 -0.893067 3.999851 -2.428055  -1.0416
O5 -1.624782 -3.147124 3.704470  -1.1542
O6 -2.647941 -2.715585 -0.380192  -1.1187
O7 3.090592 1.646715 -1.244153  -1.0897
O8 0.662875 3.081509 -4.129549  -1.0304
O9 -0.836894 -1.208320 -0.539186  -1.1879
O10 0.522146 2.065753 -1.931158  -1.1778
O11 -1.195370 -4.562747 1.855491  -1.1399
O12 0.145751 -2.579354 2.022650  -1.0822
O13 0.457638 -4.242026 3.857331  -1.0941
O14 -2.981392 -0.325012 -1.033578  -1.1384
O15 1.712074 1.529811 0.652717  -1.1574
O16 4.070302 2.036032 1.038560  -1.0141

Atoms 1-3, force components in eV/Å:
-1.7 1.2 -2.3
-1.2 1.3 -0.6
-0.6 0.9 1.7


Record 2
Density functional theory data (wB97M-V/def2-TZVPD) for C38H51AsCaGe2N2S4Sb as an isolated structure in a non-equilibrium geometry.

Results
Charge: -1
Energy relative to the best compared isomer or geometry (same formula, charge and spin) (kJ/mol): 86.2
E_tot (hartree): -10488.5027

Each line ends with the Löwdin charge.
Cartesian coordinates (Å):
Sb1 3.943504 -1.117201 0.634002  -0.1000
As1 0.754477 -0.710283 -2.483776  1.2453
Ge1 -1.064293 0.647741 1.302869  0.8267
Ge2 2.339551 2.009710 2.288115  0.6032
Ca1 0.865237 -0.968210 0.365132  0.4787
S1 6.036626 -0.647180 1.352544  -0.2225
S2 3.597744 -2.121228 -1.407236  -0.1317
S3 2.670025 1.064613 0.275652  0.0711
S4 2.598480 -2.248755 2.159840  -0.0848
N1 -0.187472 -3.423710 0.920014  -0.1236
N2 0.521007 -3.246083 -0.313590  -0.1205
C1 -2.025195 -1.444567 -2.688436  -0.1280
C2 1.581277 2.084060 -3.084051  -0.1010
C3 -0.712773 2.146694 2.642804  -0.3608
C4 -3.748888 -0.457877 -4.033238  -0.0977
C5 -3.343094 -1.416780 -3.116729  -0.0893
C6 -2.784397 -0.435506 1.556295  -0.4104
C7 -1.532037 3.425294 4.658449  -0.0481
C8 -1.782054 2.825647 3.419049  -0.2337
C9 -2.834009 0.468556 -4.512333  -0.0845
C10 1.186240 -3.205198 -4.084664  -0.1003
C11 3.032433 0.930477 3.802820  -0.3701
C12 -1.351748 1.836840 -0.338106  -0.3995
C13 2.627059 1.300687 -5.545744  -0.0267
C14 -4.090398 3.549807 3.614333  -0.0862
C15 2.655618 2.634000 -5.164601  -0.0835
C16 1.331157 -1.834881 -3.961664  -0.3373
C17 -1.094188 -0.529827 -3.177117  -0.3671
C18 -3.814480 4.172480 4.822783  -0.1110
C19 1.538423 0.754312 -3.468284  -0.3325
C20 0.640177 -5.762604 1.202343  -0.0443
C21 -1.512810 0.432933 -4.088025  -0.0894
C22 -2.531147 4.096084 5.345667  -0.0979
C23 -1.671150 -5.267425 0.317835  -0.0485
C24 3.392000 4.762191 3.025899  -0.1805
C25 -0.558086 -4.809810 1.263095  -0.6390
C26 -4.212972 0.080772 1.733286  -0.1995
C27 1.667228 -3.852200 -5.213747  -0.0877
C28 -1.096239 -4.732820 2.690921  -0.0407
C29 2.297973 -3.124764 -6.213581  -0.0855
C30 -2.529230 2.790835 -0.550385  -0.1771
C31 2.884262 1.667084 5.136204  -0.1692
C32 2.138765 3.026815 -3.937213  -0.0790
C33 -3.088750 2.877603 2.932386  -0.0682
C34 2.449190 -1.751948 -6.093017  -0.0243
C35 2.070552 0.349435 -4.698717  -0.1907
C36 1.966649 -1.095875 -4.966373  -0.1885
C37 0.532922 2.638090 2.744205  -0.2502
C38 3.528504 3.592632 2.049964  -0.3746
H1 2.951100 -1.194983 -6.874508  0.1030
H2 -0.807756 1.165880 -4.460851  0.1000
H3 -3.486716 2.265001 -0.527419  0.0495
H4 3.039759 1.004174 -6.502204  0.1022
H5 3.364719 3.942852 1.027681  0.0435
H6 1.445837 -3.685786 -0.302204  0.0310
H7 4.546005 3.192750 2.073957  0.0632
H8 4.081428 0.706090 3.594744  0.0414
H9 -5.092559 3.580267 3.202358  0.1007
H10 -4.593982 4.699080 5.359738  0.0918
H11 2.684006 -3.633214 -7.088202  0.0985
H12 1.186033 2.379146 -2.119825  0.0749
H13 -2.744305 -1.048943 0.645842  0.0184
H14 1.832052 1.861103 5.357842  0.0551
H15 -0.545670 3.346965 5.098869  0.0989
H16 -0.307625 -4.408037 3.374059  0.0872
H17 -2.548991 3.574493 0.207454  0.0527
H18 3.684877 4.475497 4.037228  0.0462
H19 -2.450344 -4.503794 0.286346  0.0821
H20 0.710509 -3.774680 -3.294557  0.0903
H21 -2.453967 3.283668 -1.525852  0.0571
H22 1.468865 -5.364337 1.791880  0.0765
H23 -3.148981 1.230032 -5.215400  0.0998
H24 2.176389 4.067242 -3.640430  0.1017
H25 0.659997 3.561887 3.318159  0.0390
H26 -4.503075 0.752049 0.921784  0.0486
H27 -1.463678 -5.706604 3.014871  0.0829
H28 -0.425614 2.422524 -0.381475  0.0302
H29 2.503403 -0.016732 3.841225  -0.0008
H30 -2.553375 -1.126287 2.374462  0.0274
H31 -4.331500 0.611311 2.677899  0.0466
H32 4.031732 5.593433 2.719309  0.0598
H33 -4.927049 -0.750382 1.735025  0.0566
H34 2.365478 5.132576 3.066399  0.0540
H35 3.410018 2.625047 5.127383  0.0442
H36 -1.323864 1.149918 -1.192315  0.0026
H37 -1.294691 -5.437839 -0.694328  0.0700
H38 -1.910482 -4.007680 2.738234  0.0813
H39 3.091170 3.371955 -5.826748  0.0987
H40 -2.309561 4.561005 6.299251  0.0953
H41 -4.055094 -2.134440 -2.727711  0.1002
H42 -1.712046 -2.171546 -1.943941  0.0804
H43 -4.779085 -0.427987 -4.365849  0.0970
H44 -0.014554 -3.685068 -1.051824  0.0563
H45 -2.109634 -6.204326 0.664449  0.0821
H46 -3.302200 2.384821 1.998566  0.0578
H47 3.298071 1.068921 5.950740  0.0651
H48 0.981594 -5.910833 0.176012  0.0748
H49 0.366827 -6.739870 1.604353  0.0832
H50 0.470916 -3.111007 1.640898  -0.0373
H51 1.563943 -4.925971 -5.307254  0.0989

Atoms 1-3, force components in eV/Å:
1.3 -0.1 0.1
-0.4 0.3 -1.2
-1.3 1.2 0.5


Record 3
Density functional theory data (wB97M-V/def2-TZVPD) for C21H20BeCl2NO3S6 as an isolated structure.

Results
Charge: -1
Energy relative to the best compared isomer or geometry (same formula, charge and spin) (kJ/mol): 19.6
E_tot (hartree): -4417.2466

Each line ends with the natural charge from an NBO analysis.
Cartesian coordinates (Å):
Cl1 -1.896695 0.341851 -4.506152  -0.0297
Cl2 0.844791 -0.645500 -4.761097  -0.0175
S1 1.907122 0.182371 0.251615  -0.7281
S2 -0.363493 0.412199 3.272501  -0.7011
S3 -1.534501 -1.621172 1.404887  1.3672
S4 -1.222483 2.224820 0.263836  -0.3879
S5 1.426299 -0.578301 3.451507  -0.0909
S6 1.805882 -1.402546 1.579069  -0.1120
O1 -0.293783 0.313562 -1.940738  -0.8719
O2 -0.968983 -1.002541 0.132756  -1.1572
O3 0.739525 2.176608 -2.662840  -0.6871
N1 1.228903 3.113980 -0.136212  -0.5181
C1 2.790097 3.892944 1.438303  -0.2878
C2 1.806030 3.726947 2.428511  -0.1366
C3 -5.441537 -1.055388 1.020095  -0.2082
C4 0.250776 2.917513 0.778227  0.1375
C5 -2.929036 -5.136542 3.791198  -0.2250
C6 -2.946494 -3.937251 1.697003  -0.0708
C7 -2.223068 -3.139000 0.656236  -0.6324
C8 -3.074644 -0.731150 1.725960  -0.6504
C9 -4.992513 -4.842211 2.600425  -0.2167
C10 -4.898232 -0.370211 -1.599875  -0.2217
C11 -6.195290 -0.696594 -1.231672  -0.2236
C12 2.465476 3.558798 0.157636  0.0737
C13 -4.320818 -4.140959 1.610011  -0.2020
C14 -4.298769 -5.338935 3.694552  -0.2204
C15 -0.176401 0.723008 -4.276285  -0.2941
C16 -3.873445 -0.378785 -0.665042  -0.1510
C17 -6.466343 -1.035519 0.085699  -0.2245
C18 0.561699 3.252265 2.111275  -0.2383
C19 -2.255879 -4.441920 2.798201  -0.1495
C20 -4.134358 -0.732796 0.660352  -0.0556
C21 0.127987 1.115327 -2.814948  0.7940
Be1 -0.070926 0.211173 -0.341477  1.5372
H1 -6.991400 -0.681641 -1.966224  0.2057
H2 1.046355 2.779045 -1.097600  0.4724
H3 -2.871839 -0.113467 -0.970151  0.2408
H4 -4.673906 -0.095437 -2.623403  0.2156
H5 -2.380896 -5.515458 4.644720  0.2124
H6 -5.653964 -1.335667 2.046021  0.2100
H7 -7.476095 -1.287371 0.387660  0.2055
H8 3.151846 3.603555 -0.675611  0.2135
H9 3.786208 4.235575 1.674756  0.2181
H10 -1.187740 -4.273773 2.881253  0.2186
H11 -2.846942 -2.889928 -0.202336  0.2429
H12 -4.824178 -5.880272 4.471689  0.2072
H13 -6.061866 -4.995567 2.518045  0.2079
H14 -3.440109 -1.171418 2.657238  0.2467
H15 -2.725327 0.276729 1.952850  0.3024
H16 -0.182841 3.057958 2.865893  0.2636
H17 2.040330 3.946963 3.462523  0.2160
H18 0.060432 1.552555 -4.927611  0.2302
H19 -4.863719 -3.742339 0.761520  0.2218
H20 -1.320747 -3.644387 0.305051  0.2491

Atoms 1-3, force components in eV/Å:
0.0 0.0 0.0
0.0 0.0 0.0
0.0 -0.2 0.1


Record 4
Density functional theory data (wB97M-V/def2-TZVPD) for a 2-piece molecular cluster, C7H14N2 overall in a non-equilibrium geometry.

Results
Energy relative to the best compared isomer or geometry (same formula, charge and spin) (kJ/mol): 151.6
SMILES: [H]/N=C(/N)C(=C)C.C=CC
E_tot (hartree): -384.5742

Each line ends with the natural charge from an NBO analysis.
Cartesian coordinates (Å):
N1 -0.185789 1.292106 1.185605  -0.8175
N2 -0.707885 1.456224 -1.016232  -0.7511
C1 1.984309 -0.500150 0.362618  -0.3840
C2 -2.612256 -0.542027 0.336769  -0.6682
C3 -0.675632 -2.006663 0.925177  -0.4394
C4 0.086711 1.008937 -0.118765  0.4364
C5 -1.387874 -1.336898 0.021706  -0.1480
C6 1.494339 0.489160 -0.361497  -0.0588
C7 2.242026 1.168764 -1.464653  -0.6330
H1 0.487462 1.093277 1.900736  0.3997
H2 1.336779 -1.034204 1.071411  0.2147
H3 -0.428526 1.226966 -1.965826  0.3412
H4 -1.224718 -1.530934 -1.031438  0.1945
H5 -1.040287 1.778724 1.384082  0.4027
H6 -0.880900 -1.908405 1.981038  0.1891
H7 2.962423 -0.919062 0.198745  0.1982
H8 2.265523 2.248147 -1.295651  0.2244
H9 0.041958 -2.758365 0.638559  0.1985
H10 3.260116 0.791072 -1.530855  0.2175
H11 -2.716977 -0.388116 1.406610  0.2008
H12 -2.549207 0.421948 -0.159784  0.2473
H13 1.748972 1.002717 -2.424068  0.2170
H14 -3.500566 -1.053219 -0.044288  0.2179

Atoms 1-3, force components in eV/Å:
0.0 -0.3 0.0
-0.2 -0.3 -0.1
-0.5 -0.7 0.5